No. 1
This record from the Open Molecules 2025 dataset describes the ion C10H9FN2 with charge +2. The level of theory is ωB97M-V with the def2-TZVPD basis set.

```
22
C10H9FN2 ωB97M-V with the def2-TZVPD basis set
F -2.66 2.55 2.99
N -1.88 1.84 2.17
C -0.95 2.50 1.48
C -0.20 1.77 0.59
C -0.40 0.39 0.47
C 0.42 -0.42 -0.47
C -0.18 -1.12 -1.51
C 0.59 -1.86 -2.38
N 1.93 -1.87 -2.21
C 2.55 -1.22 -1.22
C 1.81 -0.46 -0.34
C -1.38 -0.22 1.25
C -2.15 0.53 2.11
H -0.89 3.57 1.63
H 0.54 2.28 0.00
H -1.25 -1.10 -1.66
H 0.20 -2.42 -3.21
H 2.49 -2.41 -2.86
H 3.63 -1.30 -1.18
H 2.32 0.09 0.43
H -1.58 -1.28 1.19
H -2.95 0.15 2.73
```

Summary:
Charge = +2
Frontier orbital gap = 9.915 eV

No. 2
This record from the Open Molecules 2025 dataset describes a structure of composition C10H9IrN3O5S2. The level of theory is ωB97M-V with the def2-TZVPD basis set.

```
30
C10H9IrN3O5S2 ωB97M-V with the def2-TZVPD basis set
Ir -1.05 0.62 0.32
O -0.26 0.41 -1.98
C 1.00 -0.23 -2.02
C 2.08 0.48 -1.18
N 1.68 0.75 0.19
C 1.93 2.07 0.65
C 0.73 3.18 0.33
O 1.04 4.28 0.67
O -0.25 2.71 -0.25
C 1.94 -0.30 1.14
C 1.00 -0.25 2.45
O 1.48 -0.71 3.45
O -0.13 0.26 2.27
H -0.18 1.33 -2.27
H 0.83 -1.24 -1.64
H 1.35 -0.30 -3.05
H 2.97 -0.16 -1.20
H 2.33 1.43 -1.66
H 2.04 2.10 1.73
H 2.80 2.54 0.17
H 1.77 -1.27 0.68
H 2.97 -0.25 1.52
S -3.49 0.37 0.21
C -3.69 -1.32 0.05
C -5.01 -1.77 -0.14
N -6.07 -2.16 -0.32
C -2.67 -2.27 0.06
S -1.02 -1.94 0.23
C -2.97 -3.63 -0.12
N -3.14 -4.76 -0.28
```

Summary:
<S²> = 1.017
Frontier orbital gap (alpha / beta) = 6.146 / 5.398 eV
Spin multiplicity = 2

No. 3
This record from the Open Molecules 2025 dataset describes an isolated molecule of C10H9N. The level of theory is ωB97M-V with the def2-TZVPD basis set.

```
20
C10H9N ωB97M-V with the def2-TZVPD basis set
C 2.91 -1.27 0.77
C 1.71 -1.91 1.22
C 0.50 -1.25 0.89
C 0.42 -0.08 0.07
C -0.81 0.46 -0.24
C -1.15 1.67 -0.79
C -2.59 1.82 -0.91
C -3.08 0.56 -0.50
N -2.06 -0.18 -0.12
C 1.62 0.39 -0.38
C 2.82 -0.09 -0.09
H 3.96 -1.85 0.98
H 1.78 -2.82 1.87
H -0.43 -1.85 1.33
H -0.62 2.65 -0.95
H -3.41 2.71 -1.17
H -3.84 0.16 -0.36
H -2.16 -1.14 0.24
H 1.62 1.21 -1.00
H 3.51 0.41 -0.39
```

Summary:
Structure (SMILES) = c1ccc(-c2ccc[nH]2)cc1
Relative energy (zero: lowest compared OMol25 entry of this formula, charge and spin) = 95.5 kcal/mol
Frontier orbital gap = 8.382 eV

What is the formula in the second record? C10H9IrN3O5S2